96
Properties=species:S:1:pos:R:3:lowdin_charge:R:1 method="wB97M-V/def2-TZVPD" charge=+4 total_energy_ev=-194005.0877 molar_mass_da=1039.98 homo_ev="-16.75 / -16.76" lumo_ev="-13.25 / -12.06" fmax_ev_per_a=1.3 orbital_gap_ha="0.1286 / 0.1725"
C -3.26321 -5.53067 0.13884 -0.111
H -7.62936 5.13866 -0.07460 0.134
Se 2.45684 -0.08311 -0.32815 0.662
N 2.91888 2.21236 -2.05221 -0.009
C -1.16389 -2.19751 3.75094 -0.024
H -3.38116 -8.57969 1.66670 0.175
C -4.99563 -6.95528 -0.71569 0.015
H 6.36659 2.80458 -2.08876 0.089
Pb -0.27234 0.45664 0.02062 1.050
C 3.29345 1.27319 -4.04695 -0.144
C -2.14897 -3.60608 1.29279 0.081
N -1.12424 -1.84465 0.06363 0.047
H 5.38346 1.48018 -1.43756 0.043
H -1.64030 -3.14893 3.95061 0.126
C -3.60704 -7.73918 1.01361 0.017
N 3.14878 0.28660 -3.08206 -0.004
H 3.62634 0.26259 -5.94055 0.113
H -1.13385 -3.47995 -3.69813 0.130
C -4.32767 -5.73922 -0.74624 0.061
H -5.62804 3.28837 0.92183 0.173
C 3.49717 1.20322 -5.42266 0.015
C -1.04971 -1.78079 -2.33936 -0.191
H -5.83610 -7.19419 -1.36363 0.173
C 6.03685 2.31596 -1.17037 -0.083
H 3.04091 4.65872 -3.60518 0.121
C -2.01230 6.00284 1.13396 0.012
H 6.88065 -1.15698 -2.98197 0.120
C 3.42191 -1.13813 -3.26902 -0.144
H -2.34230 -4.16937 -2.02876 0.131
N -0.72658 -0.48616 -2.25146 -0.037
N -0.74914 -1.73334 -4.69203 0.138
C 3.52803 2.39778 -6.11099 -0.034
C -1.00208 -1.69666 2.45908 -0.182
C 3.16584 3.70371 -4.09540 0.011
C -4.47998 7.53157 0.01562 0.034
C -1.44510 -2.40747 1.23740 -0.163
H -4.67139 -4.97064 -1.42362 0.146
C -3.74415 4.18229 1.08599 -0.711
C -0.47738 0.19448 -3.36376 -0.087
C 2.87494 3.20540 -0.98105 -0.139
C 2.89297 0.87732 -1.90337 -0.633
C -0.53528 -0.42981 -4.60546 -0.052
H 3.68250 2.38796 -7.18114 0.125
H 4.85048 -2.61625 -2.71420 0.128
N -0.74202 -1.53208 4.81287 0.140
H 2.02541 3.86858 -1.16667 0.128
H 6.12609 -2.72867 -4.83978 0.086
H 4.88415 -1.17998 -1.70026 0.087
H -3.62291 8.19034 0.02822 0.131
C -6.84337 7.10995 -0.41891 0.001
C -5.71500 7.96747 -0.40060 0.002
H 4.44463 4.41657 -1.85214 0.105
C -5.51717 5.33708 0.37140 -0.132
C 5.96917 -0.98232 -3.55756 -0.248
C -0.99932 -2.41064 -3.58448 -0.030
C 5.34561 3.31304 -0.24283 -0.231
H 5.33376 -1.36395 -5.61858 0.055
H 2.65542 -1.70203 -2.73626 0.094
C 4.15586 4.03992 -0.87013 -0.172
C -0.13437 -0.37111 4.63839 -0.039
H 7.07037 -1.33353 -5.37622 0.087
N -5.06475 4.11450 0.78779 0.142
C -4.39349 6.19764 0.41368 -0.119
H 3.34547 -1.35438 -4.33322 0.123
C -2.90863 -6.54014 1.04168 0.065
N -4.57755 -7.84600 0.14500 0.300
N -0.38837 -0.51744 2.29018 -0.046
C 6.13040 -1.64091 -4.92223 -0.086
H -1.34419 5.20861 1.44974 0.058
H 3.90055 4.90447 -0.25424 0.124
N -3.33111 5.45438 0.86559 -0.050
H -7.79236 7.51496 -0.74324 0.134
C -6.76615 5.78900 -0.04594 0.032
H -2.07802 6.74350 1.93037 0.123
H -2.43783 -4.03036 2.24327 0.127
C -2.11565 -3.67562 -1.09426 0.080
H 5.03875 2.81835 0.68382 0.111
H -0.38884 0.11692 -5.52872 0.133
H 0.55036 1.08894 3.18877 0.126
H 6.07356 4.07489 0.04106 0.119
H 6.91539 1.89719 -0.68206 0.087
H -5.83334 8.99129 -0.72763 0.134
H 2.71639 2.66836 -0.04709 0.078
C -2.50195 -4.25278 0.11248 -0.114
C 0.04895 0.14266 3.35577 -0.078
C -1.43296 -2.46484 -1.08364 -0.167
C 3.36216 3.62865 -5.45850 -0.035
C 3.13852 2.50024 -3.39412 -0.142
H 3.38858 4.53907 -6.04113 0.124
H -2.09528 -6.42708 1.74420 0.146
H 0.20086 0.15531 5.52322 0.137
H 5.89226 0.10492 -3.66865 0.099
C 4.80395 -1.52504 -2.73522 -0.181
H -0.23182 1.24585 -3.26269 0.123
H -1.62269 6.48166 0.23724 0.113
Se -2.74967 2.74748 1.64355 0.796

125
Properties=species:S:1:pos:R:3:lowdin_charge:R:1 method="wB97M-V/def2-TZVPD" charge=0 total_energy_ev=-144207.5492 molar_mass_da=1173.41 e_above_lowest_kcal_mol=9.37 homo_ev=-7.29 lumo_ev=0.59 fmax_ev_per_a=1.3 orbital_gap_ha=0.2898
H 0.93623 2.59603 3.16871 0.072
C 1.44522 -5.25357 -3.50568 -0.064
H -3.86701 2.87838 -0.07272 0.090
C 6.21378 -5.62117 -1.94364 -0.016
C 3.96417 -3.18688 1.47741 -0.270
Ca 0.19211 0.24009 0.31037 1.151
N -1.44167 3.98618 0.08208 -0.108
C 2.31012 -2.50260 4.64061 -0.087
I 1.86676 2.81479 -2.24492 0.687
H -6.17820 2.48548 0.65847 0.101
C 5.33843 1.01317 1.85262 -0.080
C 4.96218 -5.87062 -1.08639 -0.433
H 0.75741 -4.06790 2.08402 0.080
H -1.12147 4.93104 0.22162 0.103
C -4.61421 2.15109 3.63939 -0.078
C -1.72043 3.93079 -3.56472 -0.087
C -2.23368 -3.83794 -1.49750 -0.127
H 4.08000 -7.52171 0.02531 0.100
C 2.79448 -4.64037 -1.62736 -0.195
H -6.67119 2.01645 3.03771 0.100
H 0.56490 -5.15698 -0.13824 0.097
H -1.93064 2.11515 -4.72646 0.100
C 4.96270 -7.32654 -0.58499 -0.018
H 6.23087 -6.28927 -2.80577 0.082
C -5.37543 2.45249 1.38443 -0.085
C 3.96426 -4.00583 0.34410 -0.177
H -2.19293 5.42534 2.44360 0.110
C -3.02495 2.64610 1.89218 -0.362
C -0.87320 -4.04489 -1.28395 -0.364
H 3.44205 2.15886 4.40533 0.099
O 2.91350 -3.83552 -0.52195 -0.015
H 0.64478 6.13589 5.56278 0.102
C 3.72081 -5.63313 -1.92887 -0.096
P 2.58521 -2.00622 1.79982 1.148
H -1.49055 5.50446 -2.11744 0.110
C -3.18204 -4.55820 -0.77584 -0.073
H 5.00820 -2.69458 3.27593 0.112
C 1.05732 -3.84188 3.09934 -0.114
H 6.19792 1.28172 1.25190 0.107
H 0.42349 -4.78947 6.28321 0.102
C 0.51599 -4.56117 4.15046 -0.074
C 0.68131 -1.62038 -4.31655 -0.111
H 0.56767 -5.10822 -4.11928 0.101
O -1.38788 -1.62981 3.65453 -0.245
C 1.65968 -4.42056 -2.41526 -0.265
C -0.48888 -4.98887 -0.32595 -0.101
C 0.85795 -4.24160 5.45701 -0.083
C 0.38538 -1.20540 -5.60538 -0.072
C -1.58617 4.44123 -2.29519 -0.050
C -1.30546 5.12654 2.99095 -0.095
C -5.65193 2.18990 2.71731 -0.091
H -2.30116 -3.17801 -6.18644 0.103
H -2.57163 -3.09174 -2.20905 0.097
H 2.85496 1.59720 1.18243 0.022
C -0.08114 -2.60553 -3.68613 -0.372
H 2.17344 -6.89246 -4.68235 0.105
C -2.78581 -5.49322 0.16405 -0.081
C 3.10692 0.32768 3.34877 -0.124
C -4.06825 2.67640 0.97221 -0.090
H 2.37640 0.27630 -1.94506 -0.089
C 2.34708 -6.25358 -3.82679 -0.063
H 4.18485 -7.19992 -3.30750 0.112
C 1.96127 -2.80316 3.32910 -0.359
H 1.51021 -1.16864 -3.78676 0.081
H -1.32664 6.85570 4.25397 0.103
H -1.10731 -6.42678 1.12842 0.105
H -2.46372 -0.27446 -0.34142 0.053
H 5.00772 -0.81190 0.79253 0.111
C 3.79689 1.50304 3.62008 -0.081
C 4.91499 1.84995 2.87844 -0.084
C -1.81092 1.75210 -2.62238 -0.161
C 4.66271 -0.16940 1.59364 -0.103
H 0.98849 -0.43848 -6.07412 0.107
H 0.79835 0.44190 -2.65501 -0.120
H 2.03397 -2.96253 6.71277 0.103
O -1.80189 -0.64112 -0.94523 -0.146
C 0.90437 4.31755 4.45805 -0.076
H 6.23235 -4.59302 -2.30696 0.099
H -3.52502 -6.05300 0.72163 0.103
C 3.54381 -0.54050 2.34804 -0.381
C 0.43706 3.52342 3.41722 -0.087
C 3.47564 -6.42431 -3.04629 -0.026
H -1.74936 -3.94850 -3.93243 0.094
C 6.00284 -5.01716 1.04450 -0.026
P -1.28279 2.83089 1.34918 1.050
H 2.03750 2.48804 0.22888 -0.093
H 5.44494 2.77039 3.08544 0.105
H 4.96299 -8.02571 -1.42141 0.079
H -2.50878 2.33440 3.95737 0.112
C 1.75630 -3.21450 5.69702 -0.076
H 5.84783 -7.52869 0.01841 0.080
H 3.03233 -1.72706 4.85630 0.094
H -1.88913 0.67421 -2.70131 0.092
O -0.69081 -1.98890 1.40364 -0.402
C 6.02976 -4.22008 2.17508 -0.062
C -0.69468 -1.75761 -6.28073 -0.087
C -1.83308 2.55283 -3.74348 -0.079
H 7.12083 -5.79688 -1.36380 0.081
H -4.81942 1.94385 4.68185 0.103
C -3.31043 2.37562 3.22856 -0.101
N -1.68596 2.22638 -1.37744 0.072
H 2.20065 0.11067 3.89819 0.094
C 1.38778 0.72264 -1.77594 -0.774
C -1.43006 -5.70550 0.38776 -0.073
H -0.18975 -5.35804 3.95190 0.103
O -2.04653 -0.15817 1.90709 -0.370
P 0.48938 -3.04930 -2.00201 1.149
C 4.97258 -4.93877 0.11389 -0.095
H 6.80330 -5.72858 0.88314 0.111
C 5.00411 -3.31735 2.38940 -0.081
H 6.84134 -4.30671 2.88521 0.106
H -1.73391 4.59814 -4.41706 0.108
C -1.55926 3.54203 -1.22076 -0.459
H -4.23465 -4.38119 -0.95709 0.106
H 1.76294 3.99879 5.03559 0.095
C -1.46084 -2.73663 -5.66542 -0.080
C -1.15229 -3.16214 -4.38034 -0.111
Cl -1.01607 -1.02313 2.43669 0.642
H -0.93883 -1.42442 -7.28132 0.101
C -0.66960 3.92379 2.67602 -0.358
C 0.27751 5.51684 4.75417 -0.084
H -1.81333 -1.59263 -0.75506 0.016
O 1.97015 1.96245 1.04798 -0.183
O 0.18138 -0.18618 2.60403 -0.490
C -0.82922 5.92390 4.01721 -0.081

24
Properties=species:S:1:pos:R:3:lowdin_charge:R:1 method="wB97M-V/def2-TZVPD" charge=+1 total_energy_ev=-12033.7968 molar_mass_da=126.18 e_above_lowest_kcal_mol=19.28 homo_ev=-13.94 lumo_ev=-2.96 fmax_ev_per_a=2.0 orbital_gap_ha=0.4033
H -1.14115 1.97912 1.07065 0.128
H 0.29545 -0.23206 -1.24332 0.101
H -2.26148 -1.67882 -0.20578 0.084
O 1.49306 -1.46879 -1.99588 -0.035
H 1.60749 1.04365 -3.00643 0.031
C -1.08743 -0.03692 0.27689 -0.305
H 1.52666 -2.03041 -2.79358 0.088
O 0.82547 1.55563 -3.23911 -0.058
H -0.62508 1.14379 -1.41175 0.150
C -0.58186 1.05184 1.18206 -0.187
C 0.92175 1.24650 1.01908 -0.091
O -0.62866 -1.40943 3.50066 -0.038
H -2.21695 -1.25443 1.58182 0.071
H 1.33217 1.70064 1.92404 0.086
C -1.89331 -1.03009 0.58380 0.118
N -0.65992 0.16276 -1.12642 0.213
H -0.75935 0.73128 2.20447 0.100
H 2.13899 -1.85654 -1.41178 0.062
H 0.87178 1.68248 -4.20956 0.074
H -1.02821 -1.39341 4.39250 0.072
H 1.26547 1.85526 0.18052 0.075
H 0.25602 -1.70354 3.58179 0.023
H 1.49318 0.31267 0.97673 0.080
H -1.14406 -0.37117 -1.83140 0.159